No. 1
ORCA calculation (wB97M-V/def2-TZVPD) on an isolated molecule of C3H3N3O2 at a distorted geometry.

## Properties
* SMILES: [H]/N=C1N=N/C(=C/O)O\1

```
11
C3H3N3O2 (wB97M-V/def2-TZVPD)
C -1.76389 0.31580 -0.12948
C -0.40873 0.35591 -0.23092
C 1.67676 -0.31160 0.06479
H -3.32587 -0.87345 0.70262
H -2.20322 1.31963 -0.28872
H 3.38278 -0.54776 -0.01132
N 2.61831 -1.19267 -0.04863
N 1.59684 1.10179 0.14915
N 0.40342 1.47989 -0.05251
O -2.37127 -0.88118 0.06483
O 0.39487 -0.76635 -0.21980
```

Taken from the Mulliken analysis, the atomic charges in e are: C 0.03; C 0.30; C 0.59; H 0.39; H 0.36; H 0.30; N -0.61; N -0.31; N -0.21; O -0.53; O -0.33



No. 2
ORCA calculation (wB97M-V/def2-TZVPD) on a cluster of 7 separate species, C19H23Cl8N3 in total at a distorted geometry.

## Properties
* SMILES: c1ccncc1.c1ccncc1.c1ccncc1.ClCCl.ClCCl.ClCCl.ClCCl

```
53
C19H23Cl8N3 (wB97M-V/def2-TZVPD)
N -4.05067 -2.63165 -3.10901
C -4.30471 -3.92884 -2.95449
C -5.07251 -4.47901 -1.93027
C -5.54587 -3.62387 -0.94119
C -5.27698 -2.29080 -1.13448
C -4.46914 -1.78580 -2.15078
H -4.11946 -4.62653 -3.76587
H -5.21424 -5.54880 -1.85316
H -6.12743 -4.03552 -0.13443
H -5.57982 -1.53880 -0.40767
H -4.11878 -0.76567 -2.17908
N 2.11855 0.27062 5.29397
C 2.04413 0.31435 3.94840
C 3.11539 0.21082 3.08758
C 4.36198 0.00694 3.65723
C 4.48062 -0.02852 5.03066
C 3.34349 0.15248 5.80707
H 1.05560 0.59391 3.60576
H 3.04914 0.23237 2.00829
H 5.26877 -0.15609 3.08559
H 5.47168 0.01993 5.46499
H 3.48385 0.15465 6.88242
N 3.45095 4.24134 -0.82482
C 2.13272 4.20575 -1.05100
C 1.23527 3.75379 -0.09574
C 1.70652 3.37587 1.15706
C 3.05603 3.50279 1.41292
C 3.90350 3.86996 0.37349
H 1.81023 4.53179 -2.03114
H 0.16450 3.70971 -0.25536
H 1.03615 3.16788 1.97668
H 3.48091 3.26472 2.38024
H 4.97825 3.97367 0.46209
C -2.73447 -3.74469 1.28853
Cl -4.32112 -4.12177 1.91871
Cl -2.01840 -2.16666 1.83043
H -1.97984 -4.51708 1.39503
H -2.82299 -3.61366 0.21080
C 3.30882 1.26245 -2.79696
Cl 3.62904 2.25453 -4.22111
Cl 1.62679 0.89127 -2.44581
H 3.86720 0.33001 -2.80845
H 3.73174 1.81540 -1.96038
C -1.12978 0.06801 -4.66428
Cl -2.27941 -0.41639 -5.89712
Cl -1.38532 -0.75417 -3.12422
H -0.13759 -0.22871 -4.98358
H -1.21918 1.13586 -4.50619
C -1.30178 0.69585 -0.11125
Cl -0.61277 0.98974 1.50321
Cl -3.06480 1.06137 -0.20137
H -0.84227 1.29668 -0.88630
H -1.18244 -0.35150 -0.35567
```

Taken from the Mulliken analysis, the atomic charges in e are: N -0.39; C -0.28; C -0.29; C -0.54; C -0.33; C -0.20; H 0.35; H 0.36; H 0.56; H 0.30; H 0.47; N -0.57; C -0.07; C -0.31; C -0.38; C -0.36; C -0.18; H 0.32; H 0.50; H 0.38; H 0.35; H 0.36; N -0.54; C -0.58; C -0.29; C -0.22; C -0.43; C -0.34; H 0.40; H 0.52; H 0.65; H 0.45; H 0.38; C -0.01; Cl -0.13; Cl -0.13; H 0.36; H -0.08; C -0.24; Cl -0.16; Cl 0.00; H 0.37; H 0.04; C -0.35; Cl -0.15; Cl -0.09; H 0.31; H 0.27; C -0.21; Cl -0.13; Cl -0.16; H 0.21; H 0.28



No. 3
ORCA calculation (wB97M-V/def2-TZVPD) on an isolated molecule of C6H6N2O2 at a distorted geometry.

## Properties
* SMILES: O=[N+]([O-])Nc1ccccc1

```
16
C6H6N2O2 (wB97M-V/def2-TZVPD)
C -0.48408 0.28026 -0.08839
C 0.18400 -0.64278 -0.89833
C 0.85099 -1.75302 -0.38883
C 0.97985 -1.94263 1.00303
C 0.46777 -0.99112 1.81494
C -0.21935 0.21344 1.31535
H -1.34555 2.06801 0.25387
H 0.02100 -0.65373 -2.01465
H 1.35521 -2.31868 -1.21089
H 1.39601 -2.75646 1.43204
H 0.47045 -1.03830 2.94372
H -0.56734 0.87600 2.05522
N -0.73153 2.19665 -1.56460
N -1.19726 1.34905 -0.55336
O -0.22588 1.67556 -2.65814
O -0.95430 3.43773 -1.44098
```

Taken from the Mulliken analysis, the atomic charges in e are: C 0.53; C -0.13; C -0.33; C -0.63; C -0.33; C -0.51; H 0.35; H 0.30; H 0.29; H 0.49; H 0.26; H 0.31; N 0.83; N -0.33; O -0.53; O -0.56



Let's list E_tot in order: -11721.36392 -124724.58212 -13389.82166 eV.
Let's list gap between HOMO and LUMO in order: 0.2893 0.3628 0.3331 Ha.
Let's list ΔE to the lowest compared entry with this formula, charge and spin in order: 4.5932 0.9585 4.8050 eV.